# C5H8BrN2

C5H8BrN2 as an isolated structure at a distorted geometry (ωB97M-V with the def2-TZVPD basis set, OMol25).

As for the spin multiplicity: 1. The calculation puts the highest occupied orbital energy at -0.520 Eh. The charge is +1. The total energy is -78329.051 eV. Its relative energy (zero: lowest compared OMol25 entry of this formula, charge and spin) is 245.1 kJ/mol.

Geometry as XYZ:
```
16
Properties=species:S:1:pos:R:3:forces:R:3
Br -3.1719 0.1863 0.1788 0.78 -0.31 -0.67
N 1.3393 1.9650 0.2408 1.94 -1.65 1.00
N -0.3600 0.9055 -0.7320 -4.86 -2.19 -1.58
C 0.6417 0.8365 0.0276 1.29 0.50 0.40
C 0.2032 -1.6789 0.3624 -1.48 2.13 0.25
C -1.6247 -0.4491 -0.8047 2.86 3.56 3.34
C -0.9795 -1.6363 -0.2707 0.85 0.00 0.92
C 0.9867 -0.4488 0.7437 -1.09 2.03 1.31
H -1.7161 -2.3802 -0.5040 0.45 -1.43 0.31
H 0.8290 -0.0567 1.8628 0.31 -1.50 -1.99
H -1.7281 -0.5514 -1.8063 -0.94 0.32 -3.09
H 1.1595 2.8667 -0.1312 -0.57 0.46 -0.56
H 2.0076 -0.7471 0.6318 0.94 0.49 0.04
H 2.3222 1.7845 0.4193 -0.18 0.41 0.37
H 0.7401 -2.4151 0.8825 -0.33 -2.15 -0.10
H -0.6490 1.8192 -1.1010 0.02 -0.67 0.06
```
Forces are in eV/Å.

# C5H8BrN2

An isolated ion of composition C5H8BrN2 and charge +1 at a distorted geometry (ωB97M-V with the def2-TZVPD basis set, OMol25).

As for the spin multiplicity: 1. The calculation puts the highest occupied orbital energy (alpha / beta) at -0.439 / -0.441 Eh. The charge is +1. The total energy is -78325.605 eV. Its relative energy (zero: lowest compared OMol25 entry of this formula, charge and spin) is 577.5 kJ/mol.

Geometry as XYZ:
```
16
Properties=species:S:1:pos:R:3:forces:R:3
Br -2.9545 0.1079 0.2245 0.13 0.28 -0.66
N 1.6153 1.4539 0.3763 -1.24 0.77 -0.30
N -0.4591 1.0498 -0.7388 2.88 1.86 0.28
C 0.4132 0.8196 0.2888 0.88 -0.86 0.15
C -0.2202 -2.0475 -0.6322 -1.13 -0.56 -1.48
C -1.6667 0.5121 -1.0789 -0.51 -0.93 -0.62
C 0.2312 -0.3588 1.1937 -1.15 -0.13 -4.77
C 0.5592 -1.6824 0.3033 0.28 0.59 0.70
H 0.8085 -0.5890 1.9912 1.76 0.74 2.80
H -0.0566 1.7273 -1.4522 -0.78 -1.13 1.03
H 2.1619 1.1208 1.2141 -0.46 1.35 -1.62
H 1.4406 -2.1822 0.7448 -0.44 -0.03 -0.62
H -0.7947 -0.4753 1.3239 -1.50 -0.14 1.09
H -1.9130 0.5657 -2.1718 -0.04 -0.02 1.50
H 1.7506 2.3717 -0.1672 0.31 -2.06 1.58
H -0.9158 -2.3938 -1.4193 1.02 0.29 0.95
```
Forces are in eV/Å.

# C5H8BrN3

C5H8BrN3 in the gas phase at a distorted geometry (ωB97M-V with the def2-TZVPD basis set, OMol25).

As for the spin multiplicity: 1. The calculation puts the highest occupied orbital energy at -0.328 Eh. The charge is 0. The SMILES is CC[C@@H]1N=NCN=C1Br. The total energy is -79825.557 eV. Its relative energy (zero: lowest compared OMol25 entry of this formula, charge and spin) is 82.5 kJ/mol.

Geometry as XYZ:
```
17
Properties=species:S:1:pos:R:3:forces:R:3
Br -2.8243 1.0429 0.0332 -0.36 0.36 0.06
N 0.0306 -2.2766 -0.6094 0.36 -1.22 -0.60
N -1.8956 -1.4753 0.5314 -0.78 0.89 0.13
N 0.3939 -1.1534 -0.8960 1.10 0.17 -0.86
C 1.5856 1.9414 0.0165 -0.10 -0.01 -0.17
C -1.5518 -0.3034 0.2444 2.29 -0.49 -0.33
C 0.0190 -0.0264 -0.0765 -2.95 0.16 1.12
C 0.4021 1.3016 -0.6999 0.04 0.09 0.13
C -0.8686 -2.4679 0.5057 -0.13 0.15 0.59
H 1.3563 2.0980 1.0703 0.02 0.01 0.07
H -1.3364 -3.4508 0.4368 0.25 0.09 -0.03
H 2.4698 1.3137 -0.0582 0.15 -0.03 0.03
H 0.4749 -0.1615 0.9170 0.08 0.00 -0.12
H 0.6387 1.1258 -1.7516 -0.05 0.00 0.04
H -0.4370 1.9988 -0.6613 0.00 -0.16 -0.05
H 1.8061 2.9099 -0.4256 0.12 0.07 0.00
H -0.2633 -2.4168 1.4232 -0.04 -0.08 -0.02
```
Forces are in eV/Å.

# C5H8BrPS

C5H8BrPS in the gas phase at a distorted geometry (ωB97M-V with the def2-TZVPD basis set, OMol25).

As for the spin multiplicity: 1. The calculation puts the highest occupied orbital energy at -0.302 Eh. The charge is 0. The SMILES is C=[P@@]1(Br)CC=C(C)S1. The total energy is -95479.043 eV. Its relative energy (zero: lowest compared OMol25 entry of this formula, charge and spin) is 321.3 kJ/mol.

Geometry as XYZ:
```
16
Properties=species:S:1:pos:R:3:forces:R:3
Br -4.3049 0.0452 0.1767 -0.19 -0.17 -0.12
S -1.3525 1.7437 -0.2330 -0.11 -1.05 0.54
P -2.1425 -0.2045 -0.3626 1.66 0.54 -0.80
C -1.3457 -1.0240 1.0844 -2.50 0.32 -0.23
C 1.3767 1.6511 0.1368 -1.90 -2.91 -1.40
C -0.0144 -0.3184 1.0919 -2.20 2.01 -1.63
C -1.1857 -0.6869 -1.7386 -3.22 -0.43 -1.29
C 0.0594 0.8522 0.4015 1.75 1.26 1.35
H 2.1051 1.3212 0.7853 1.69 -0.72 1.64
H 1.6796 1.2782 -0.8511 0.04 0.32 -0.01
H -1.5912 -1.6308 -2.1977 0.75 0.19 0.59
H 0.7756 -0.6685 1.6488 1.85 -0.88 0.86
H 1.3865 2.6925 0.1143 -0.70 1.73 0.09
H -1.4876 -2.0522 0.6756 1.03 0.22 0.71
H -2.0670 -0.9241 1.9666 1.38 -0.07 -0.82
H -1.4950 0.0664 -2.5172 0.66 -0.34 0.51
```
Forces are in eV/Å.